{
  "formula": "C22H66O11",
  "method": "ωB97M-V/def2-TZVPD",
  "spin_multiplicity": 1,
  "e_above_lowest_ev": 7.043,
  "homo_lumo_gap_ev": 10.068,
  "total_energy_ha": -1705.1575,
  "smiles": "CCO.CCO.CCO.CCO.CCO.CCO.CCO.CCO.CCO.CCO.CCO",
  "symbols": ["H", "O", "C", "H", "H", "C", "H", "C", "H", "O", "H", "H", "H", "O", "H", "C", "H", "O", "H", "H", "H", "H", "H", "H", "C", "C", "O", "O", "H", "O", "C", "H", "H", "C", "H", "H", "H", "C", "H", "C", "C", "C", "H", "H", "H", "H", "H", "H", "C", "H", "H", "H", "H", "C", "C", "H", "H", "H", "H", "O", "H", "H", "C", "H", "H", "C", "H", "C", "H", "H", "H", "O", "H", "H", "H", "H", "H", "H", "H", "H", "H", "C", "H", "H", "H", "C", "H", "H", "C", "C", "O", "H", "H", "H", "H", "O", "H", "H", "H"],
  "positions_angstrom": [[-5.549, 20.393, 20.359], [-2.363, 20.149, 12.849], [2.932, 14.393, 19.644], [3.455, 12.259, 12.640], [-2.112, 29.889, 13.430], [-1.391, 29.550, 12.687], [-2.962, 20.640, 12.281], [1.430, 24.180, 17.476], [7.380, 16.029, 12.588], [-7.917, 26.258, 15.693], [3.334, 14.769, 20.585], [2.509, 11.476, 13.807], [-1.047, 17.322, 11.959], [2.948, 25.036, 19.069], [-1.165, 17.673, 13.604], [-4.234, 11.540, 12.730], [-4.098, 15.243, 4.865], [6.656, 14.868, 10.154], [0.387, 24.198, 17.158], [-3.697, 16.345, 6.299], [-4.874, 9.113, 12.374], [1.118, 24.313, 19.555], [-8.616, 25.856, 15.172], [-3.340, 18.271, 12.323], [-8.483, 24.497, 9.368], [1.958, 15.395, 18.955], [-6.654, 23.046, 10.019], [-5.639, 9.632, 12.633], [1.754, 23.139, 17.490], [0.996, 15.827, 19.918], [-5.562, 10.986, 12.203], [-2.276, 18.901, 11.115], [-8.821, 25.532, 9.312], [3.502, 11.903, 13.669], [-3.120, 19.962, 17.260], [-0.195, 18.719, 12.555], [6.593, 10.750, 13.276], [4.673, 10.760, 13.840], [-4.107, 12.557, 12.361], [-7.041, 24.417, 9.714], [-5.816, 25.861, 16.820], [-2.201, 14.952, 5.944], [2.511, 16.239, 18.542], [-4.903, 25.282, 16.958], [4.533, 10.015, 13.056], [-0.317, 30.909, 13.513], [1.401, 14.959, 18.125], [-4.332, 11.742, 13.797], [7.234, 16.679, 11.725], [0.105, 27.896, 12.414], [-3.373, 10.971, 12.378], [-5.208, 14.825, 6.870], [-4.071, 19.466, 20.855], [-4.507, 20.162, 20.138], [-3.659, 15.350, 5.857], [-8.632, 24.111, 8.359], [-3.947, 21.070, 20.361], [6.610, 14.290, 10.920], [2.455, 13.524, 20.098], [-3.156, 19.678, 18.176], [-6.451, 24.645, 8.827], [-1.521, 27.459, 12.493], [-0.827, 28.199, 12.891], [8.524, 15.345, 10.575], [-6.191, 26.286, 17.751], [-1.134, 18.172, 12.635], [-4.918, 20.344, 17.825], [1.564, 24.957, 18.797], [-0.609, 27.921, 13.922], [7.741, 16.535, 9.490], [6.186, 16.975, 11.774], [-0.252, 30.336, 12.746], [3.635, 12.785, 14.295], [-6.506, 24.882, 15.068], [-1.843, 15.126, 6.959], [-6.914, 25.048, 10.593], [0.337, 16.414, 19.540], [-7.200, 22.459, 9.491], [1.908, 24.724, 16.662], [7.899, 17.542, 11.728], [4.599, 10.331, 14.840], [-4.512, 19.708, 18.612], [-5.545, 11.092, 11.118], [-5.260, 26.596, 16.238], [3.089, 25.838, 19.579], [7.610, 15.901, 10.367], [-6.401, 11.580, 12.566], [-1.952, 29.610, 11.755], [-2.432, 18.859, 12.193], [-6.948, 25.227, 16.003], [5.983, 11.322, 13.747], [-1.561, 15.504, 5.255], [-5.118, 18.803, 18.583], [-9.130, 23.997, 10.089], [-1.896, 13.918, 5.783], [-4.333, 14.488, 6.665], [-7.349, 24.423, 16.620], [1.005, 25.891, 18.740], [3.777, 14.054, 19.045]],
  "lowdin_charge": [0.06, -0.08, -0.08, 0.05, 0.12, -0.35, 0.07, -0.09, 0.06, -0.09, 0.07, 0.05, 0.06, -0.08, 0.07, -0.10, 0.11, -0.11, 0.06, 0.11, 0.08, 0.10, 0.07, 0.11, -0.12, -0.30, -0.10, -0.09, 0.07, -0.09, -0.31, 0.10, 0.08, -0.06, 0.07, 0.08, 0.07, -0.26, 0.06, -0.30, -0.10, -0.09, 0.10, 0.07, 0.10, 0.09, 0.10, 0.07, -0.07, 0.08, 0.07, 0.09, 0.07, -0.07, -0.37, 0.08, 0.06, 0.07, 0.06, -0.10, 0.11, 0.07, -0.11, 0.10, 0.08, -0.10, 0.10, -0.32, 0.07, 0.11, 0.06, -0.07, 0.06, 0.10, 0.07, 0.11, 0.08, 0.07, 0.07, 0.06, 0.09, -0.29, 0.10, 0.07, 0.08, -0.28, 0.11, 0.11, -0.30, -0.30, -0.10, 0.07, 0.09, 0.08, 0.07, -0.07, 0.10, 0.11, 0.07]
}

---

{
  "formula": "C3H3O4",
  "method": "ωB97M-V/def2-TZVPD",
  "spin_multiplicity": 1,
  "total_charge": -1,
  "e_above_lowest_ev": 4.980,
  "homo_lumo_gap_ev": [6.039, 6.232],
  "total_energy_ha": -416.9458,
  "symbols": ["O", "C", "H", "H", "C", "C", "H", "O", "O", "O"],
  "positions_angstrom": [[1.288, 0.563, 0.788], [-0.837, -0.677, 0.843], [1.544, 1.428, 0.257], [-0.005, -0.749, 2.664], [-0.093, 0.474, 0.467], [0.116, 0.369, -2.092], [-0.408, -0.308, -2.675], [-1.690, -1.281, 0.186], [-0.852, -0.876, 2.236], [0.937, 1.056, -2.673]],
  "lowdin_charge": [-0.16, -0.63, 0.12, 0.07, -0.09, -0.15, -0.02, -0.03, 0.00, -0.13]
}

---

{
  "formula": "C23H22N2O5S",
  "method": "ωB97M-V/def2-TZVPD",
  "spin_multiplicity": 1,
  "e_above_lowest_ev": 2.501,
  "homo_lumo_gap_ev": 8.744,
  "total_energy_ha": -1773.5699,
  "smiles": "O=C(COC(=O)C1CCN(S(=O)(=O)c2cccc3cccnc23)CC1)c1ccccc1",
  "symbols": ["N", "C", "H", "H", "O", "H", "H", "H", "C", "C", "H", "H", "C", "C", "C", "C", "C", "H", "C", "H", "C", "H", "C", "H", "S", "O", "H", "O", "H", "H", "O", "C", "O", "H", "H", "C", "H", "H", "C", "C", "C", "H", "H", "C", "C", "C", "C", "C", "N", "H", "C", "C", "H"],
  "positions_angstrom": [[-2.851, 2.029, 0.150], [-2.087, -0.936, 2.153], [8.289, -1.744, 0.892], [-1.291, 1.457, -2.812], [-4.930, 0.644, 0.197], [-2.507, -3.887, -3.106], [0.412, 2.414, 1.014], [-0.062, 3.013, -1.331], [1.069, 1.203, -1.298], [-1.392, 1.335, -1.732], [-1.265, -4.491, -1.028], [-2.798, 2.976, -1.679], [7.120, -0.659, -0.536], [-2.658, -1.516, -0.121], [-1.890, -2.710, 0.014], [-1.310, -2.098, 2.273], [-2.716, 1.957, -1.282], [-0.632, -3.876, 1.307], [-1.840, -3.578, -1.097], [5.768, 0.441, -1.758], [4.969, 0.112, 0.217], [-3.557, 1.363, -1.640], [3.679, 0.810, 0.038], [7.864, -0.737, -1.315], [-3.728, 0.862, 0.938], [2.867, 0.928, 0.924], [-0.444, 0.880, 0.822], [2.128, 2.026, -1.349], [-1.681, 3.673, 0.585], [-0.795, -2.297, 3.201], [1.146, 0.011, -1.439], [-2.739, -0.650, 0.987], [-3.842, 1.303, 2.300], [-1.386, 0.268, -1.515], [4.465, -0.374, 2.230], [-1.736, 2.611, 0.851], [6.590, -1.568, 2.676], [3.413, 0.588, -2.091], [5.221, -0.463, 1.465], [3.395, 1.395, -1.349], [-0.201, 1.974, -1.019], [-3.742, -1.719, -3.166], [-2.195, -0.252, 2.980], [-0.417, 1.924, 0.503], [7.360, -1.226, 0.707], [-3.219, -2.027, -2.270], [-1.218, -2.971, 1.225], [-2.516, -3.246, -2.238], [-3.282, -1.198, -1.268], [-1.957, 2.528, 1.915], [6.407, -1.127, 1.708], [5.934, 0.006, -0.785], [4.122, 2.168, -1.601]],
  "lowdin_charge": [-0.23, -0.05, 0.10, 0.13, -0.27, 0.10, 0.13, 0.16, -0.47, -0.12, 0.12, 0.13, -0.07, -0.21, -0.14, -0.05, -0.18, 0.12, -0.01, 0.11, -0.15, 0.10, -0.31, 0.10, 0.68, 0.12, 0.12, 0.02, 0.13, 0.11, 0.14, -0.18, -0.30, 0.10, 0.12, -0.18, 0.11, 0.14, -0.01, -0.09, -0.21, 0.11, 0.11, -0.11, -0.08, -0.11, -0.02, -0.04, 0.11, 0.11, -0.07, -0.03, 0.14]
}

---

{
  "formula": "C8H14BaN2P",
  "method": "ωB97M-V/def2-TZVPD",
  "spin_multiplicity": 1,
  "total_charge": -1,
  "e_above_lowest_ev": 0.000,
  "homo_lumo_gap_ev": [3.421, 3.422],
  "total_energy_ha": -789.3828,
  "symbols": ["H", "P", "H", "H", "C", "C", "N", "C", "H", "C", "H", "H", "H", "C", "N", "H", "C", "C", "C", "Ba", "H", "H", "H", "H", "H", "H"],
  "positions_angstrom": [[2.275, -3.224, 0.448], [2.831, -2.565, -0.746], [1.927, 4.881, 1.345], [-2.508, -2.746, 2.592], [3.355, 3.573, 0.117], [2.148, 4.319, 0.405], [-3.093, -1.987, 0.677], [-4.390, -1.700, 0.042], [0.240, 4.574, -0.799], [3.136, 2.832, -1.091], [-4.691, -0.657, 0.301], [-2.090, -3.804, 1.214], [4.286, -2.651, -0.565], [1.843, 3.170, -1.609], [-1.305, -0.417, -0.054], [-5.172, -2.419, 0.361], [1.248, 4.133, -0.719], [-2.082, -1.216, 0.364], [-2.885, -3.140, 1.622], [1.156, -0.578, 0.585], [1.404, 2.768, -2.526], [4.225, 3.510, 0.789], [3.835, 2.135, -1.557], [-3.829, -3.703, 1.768], [-4.262, -1.731, -1.066], [2.396, -3.355, -1.899]],
  "lowdin_charge": [-0.23, 0.34, 0.06, 0.07, -0.24, -0.22, -0.21, -0.06, 0.05, -0.26, 0.09, 0.06, -0.16, -0.25, -0.17, 0.08, -0.22, -0.42, -0.07, 0.58, 0.05, 0.05, 0.04, 0.08, 0.09, -0.14]
}

---

{
  "formula": "C5H11N",
  "method": "ωB97M-V/def2-TZVPD",
  "spin_multiplicity": 1,
  "e_above_lowest_ev": 3.825,
  "homo_lumo_gap_ev": 8.680,
  "total_energy_ha": -251.7220,
  "smiles": "CN1CCCC1",
  "symbols": ["H", "H", "C", "H", "H", "H", "N", "H", "C", "H", "C", "H", "H", "C", "H", "C", "H"],
  "positions_angstrom": [[-2.740, -0.906, -0.152], [2.149, 1.138, 0.683], [1.603, -0.684, -0.133], [-0.576, 1.581, 0.852], [-2.460, 0.877, -0.430], [-0.211, -1.692, 1.034], [-0.717, -0.284, -0.358], [2.081, -0.959, 0.934], [-0.108, 1.131, -0.131], [-0.225, -1.976, -0.838], [1.360, 0.807, 0.026], [-1.896, 0.264, 1.069], [1.886, 1.088, -0.868], [0.165, -1.221, -0.006], [-0.354, 2.001, -0.785], [-2.099, -0.101, -0.008], [2.142, -1.062, -0.887]],
  "lowdin_charge": [0.06, 0.10, -0.15, 0.12, 0.10, 0.14, -0.29, 0.15, -0.15, 0.15, -0.21, 0.09, 0.09, -0.29, 0.12, -0.09, 0.06]
}

---

{
  "formula": "C5H3N3O",
  "method": "ωB97M-V/def2-TZVPD",
  "spin_multiplicity": 1,
  "e_above_lowest_ev": 3.457,
  "homo_lumo_gap_ev": 6.911,
  "total_energy_ha": -431.6786,
  "smiles": "O=C1NC=C2C=NN=C12",
  "symbols": ["C", "C", "N", "C", "O", "H", "C", "C", "H", "N", "N", "H"],
  "positions_angstrom": [[-0.334, 0.871, 0.103], [-1.735, -0.580, 0.903], [1.368, -0.099, -0.968], [0.992, 1.219, -0.590], [1.953, 2.036, -0.869], [0.964, -2.192, -0.659], [0.504, -1.082, -0.504], [-0.598, -0.544, 0.147], [2.443, -0.435, -0.985], [-1.917, 0.708, 1.387], [-1.168, 1.480, 0.856], [-2.471, -1.381, 1.179]],
  "lowdin_charge": [-0.20, -0.04, 0.04, -0.23, 0.04, 0.19, 0.05, -0.19, 0.22, -0.02, 0.01, 0.12]
}

---

{
  "formula": "C28H56BF3O15S",
  "method": "ωB97M-V/def2-TZVPD",
  "spin_multiplicity": 1,
  "homo_lumo_gap_ev": 8.161,
  "total_energy_ha": -2951.5541,
  "smiles": "CCCB(O)S(=O)(=O)C(F)(F)F.CCOC(C)=O.CCOC(C)=O.CCOC(C)=O.CCOC(C)=O.CCOC(C)=O.CCOC(C)=O",
  "symbols": ["O", "C", "C", "O", "H", "C", "F", "C", "H", "O", "O", "H", "H", "C", "O", "H", "O", "C", "H", "H", "C", "H", "C", "H", "H", "C", "H", "H", "O", "H", "H", "H", "H", "H", "C", "H", "C", "H", "H", "H", "H", "H", "H", "C", "O", "H", "O", "O", "H", "F", "H", "H", "O", "C", "H", "H", "H", "C", "H", "H", "C", "C", "H", "O", "C", "C", "H", "O", "B", "C", "H", "H", "C", "F", "H", "H", "C", "H", "C", "H", "H", "H", "C", "H", "H", "C", "H", "C", "C", "H", "C", "H", "O", "H", "O", "H", "S", "H", "H", "C", "H", "H", "H", "H"],
  "positions_angstrom": [[-4.387, 8.115, -4.516], [3.046, -5.379, 6.256], [0.973, -3.169, 5.136], [-2.611, 4.532, -0.847], [-3.662, -4.280, 9.400], [2.341, -1.517, -0.505], [1.626, -2.802, -0.323], [4.593, -3.403, -7.432], [-4.656, -4.643, 7.967], [0.222, -2.211, 5.308], [2.700, -0.321, 1.958], [5.739, -6.746, -3.008], [-0.754, 8.244, -0.382], [-5.170, 7.344, -5.445], [-4.045, 9.911, -3.222], [-0.477, 9.386, -1.710], [-3.416, -1.916, 8.220], [-1.562, -3.366, 7.594], [-6.255, 10.790, -4.184], [-5.353, 7.049, -7.577], [3.128, -6.135, -0.857], [3.229, -3.254, -4.858], [-0.608, 2.895, 0.810], [3.047, -5.111, 7.317], [-0.009, 2.578, 1.763], [-4.675, 9.375, -4.133], [-3.877, 6.276, 0.544], [5.745, -1.691, -6.866], [3.771, -1.286, -6.554], [3.924, -6.074, -0.110], [-1.471, -1.537, 8.704], [1.839, -2.450, -4.173], [2.884, -2.552, 4.432], [-4.983, 8.721, -7.115], [3.137, -4.966, -1.822], [5.443, -4.091, -7.434], [-4.791, 7.672, -6.876], [-2.655, 8.179, -2.115], [-2.174, -2.849, 9.628], [3.617, -4.605, 5.736], [-5.400, -4.179, 9.523], [-1.457, 7.774, -3.328], [1.682, -3.290, -5.742], [-5.714, 10.150, -4.890], [2.072, 1.248, 0.123], [3.701, -3.958, -7.130], [-5.653, -2.010, 8.178], [3.179, -7.387, -1.566], [1.577, -5.772, 4.685], [2.252, -0.977, -1.885], [-1.501, -2.877, 6.616], [-3.101, 7.677, -0.150], [-1.783, 6.278, -1.980], [-0.576, 8.327, -1.457], [-6.240, 7.466, -5.252], [-6.464, 9.528, -5.371], [-0.573, 1.496, -1.123], [-4.582, -2.564, 8.417], [-0.013, -0.559, 3.314], [-3.720, 7.504, -7.035], [-2.128, -2.411, 8.628], [-1.364, 0.236, 0.679], [3.566, -6.333, 6.133], [4.290, -9.109, -2.470], [-1.176, 1.661, -0.107], [2.024, -3.121, 4.066], [-1.484, 3.613, 1.169], [0.916, -4.240, 5.954], [0.010, -0.398, 1.321], [-1.690, 7.686, -2.261], [4.054, -4.939, -2.416], [-5.221, 10.776, -5.640], [-2.450, 5.748, -0.935], [3.799, -1.805, -0.234], [-2.129, 0.383, 1.583], [-1.868, -0.563, -0.027], [1.625, -5.473, 5.735], [2.354, -4.100, 3.727], [2.343, -2.680, -5.118], [-0.562, -3.700, 7.883], [2.305, -5.048, -2.529], [-2.184, 6.644, 0.977], [-4.556, -4.002, 8.848], [-2.198, -4.246, 7.466], [5.621, -6.390, -1.265], [4.858, -2.227, -6.512], [1.088, -6.243, 6.300], [2.639, -1.391, -5.828], [5.588, -7.178, -2.013], [1.605, -2.619, 3.188], [4.312, -7.969, -2.009], [6.418, -7.854, -1.783], [-0.159, -1.230, 2.564], [4.417, -3.056, -8.455], [1.824, -0.470, -5.804], [2.183, -6.133, -0.302], [1.764, -0.156, 0.697], [0.377, 7.826, -1.658], [3.047, -4.019, -1.282], [-2.920, 6.653, 0.167], [-4.939, 6.292, -5.246], [0.102, 3.538, 0.097], [5.073, -2.533, -5.484], [-2.267, 1.990, -0.464]],
  "lowdin_charge": [-0.01, -0.07, -0.48, 0.05, 0.07, -0.27, 0.01, -0.07, 0.10, 0.07, -0.36, 0.10, 0.07, -0.22, 0.07, 0.08, 0.00, -0.07, 0.10, 0.08, -0.22, 0.06, -0.14, 0.09, 0.08, -0.50, 0.09, 0.12, 0.00, 0.12, 0.13, 0.08, 0.11, 0.07, -0.07, 0.08, -0.07, 0.09, 0.11, 0.07, 0.09, 0.13, 0.10, 0.01, -0.32, 0.07, 0.07, 0.00, 0.12, 0.02, 0.07, 0.07, 0.00, -0.06, 0.12, 0.07, 0.13, -0.51, 0.14, 0.09, -0.22, -0.14, 0.08, 0.08, -0.26, 0.02, 0.08, -0.02, -0.36, -0.23, 0.07, 0.10, -0.50, 0.00, 0.14, 0.13, -0.22, 0.07, 0.00, 0.08, 0.09, 0.10, 0.00, 0.07, 0.07, -0.23, 0.13, -0.50, 0.00, 0.06, -0.51, 0.10, -0.01, 0.09, 0.08, 0.13, 0.92, 0.08, 0.04, 0.01, 0.13, 0.10, 0.11, 0.11]
}

---

{
  "formula": "C3H5NO2",
  "method": "ωB97M-V/def2-TZVPD",
  "spin_multiplicity": 1,
  "e_above_lowest_ev": 1.371,
  "homo_lumo_gap_ev": 10.269,
  "total_energy_ha": -322.5239,
  "smiles": "N=C=O.CC=O",
  "symbols": ["H", "H", "C", "H", "C", "C", "O", "H", "H", "N", "O"],
  "positions_angstrom": [[1.013, -2.178, 0.380], [-1.135, 0.123, -1.252], [-1.443, 0.403, -0.240], [-2.093, -0.371, 0.173], [-0.253, 0.703, 0.635], [1.878, -0.611, -0.423], [2.709, 0.096, -0.836], [-1.998, 1.346, -0.286], [0.631, 1.054, 0.048], [0.932, -1.272, -0.039], [-0.241, 0.707, 1.841]],
  "lowdin_charge": [0.11, 0.07, -0.06, 0.08, -0.40, -0.39, 0.18, 0.09, 0.09, 0.18, 0.03]
}